A structure of composition C29H45AlFP2 at a distorted geometry. Source: the OMol25 dataset; level of theory: ωB97M-V/def2-TZVPD.

Geometry as XYZ:
```
78
Properties=species:S:1:pos:R:3:forces:R:3:lowdin_charge:R:1
Al -0.101 -0.554 1.046 1.79 -1.12 3.05 0.60
C 2.591 0.682 3.054 -0.76 -0.87 0.12 -0.23
C 1.674 1.776 2.925 -1.09 -0.72 0.09 -0.23
C 0.429 -0.200 3.070 0.77 0.67 -0.43 -0.34
C 1.880 -0.508 3.169 -0.51 1.62 -0.28 -0.24
C 0.374 1.282 2.985 1.47 -0.31 0.00 -0.27
C 4.064 0.829 3.191 0.44 0.07 -0.02 -0.03
H 4.457 1.605 2.518 -0.01 -0.19 0.19 0.08
H 4.585 -0.112 2.972 -0.05 0.24 0.07 0.07
H 4.325 1.121 4.222 0.02 -0.06 -0.34 0.10
C 2.435 -1.800 3.605 0.29 -0.74 0.04 -0.03
H 3.449 -1.948 3.213 -0.11 -0.07 0.16 0.08
H 1.823 -2.641 3.274 0.12 0.09 0.21 0.05
H 2.490 -1.849 4.704 0.03 -0.03 -0.24 0.11
C -0.494 -0.911 4.033 -0.22 -0.22 0.23 -0.04
H -0.196 -0.674 5.072 -0.17 -0.10 -0.39 0.11
H -0.452 -2.000 3.899 -0.02 0.26 0.13 0.08
H -1.541 -0.607 3.898 0.18 -0.12 0.11 0.08
C -0.841 2.079 3.233 -0.63 0.40 -0.04 -0.05
H -0.832 2.468 4.268 -0.12 -0.09 -0.37 0.11
H -1.751 1.478 3.112 0.08 0.17 0.05 0.08
H -0.916 2.941 2.557 -0.04 -0.02 0.18 0.08
C 2.048 3.210 2.898 0.12 0.43 -0.15 -0.04
H 2.046 3.634 3.911 0.04 0.01 -0.18 0.10
H 1.341 3.791 2.295 0.09 0.04 0.10 0.08
H 3.049 3.354 2.480 -0.13 0.08 0.08 0.07
C 1.333 -1.289 -0.519 1.70 0.47 -0.51 -0.13
C 2.107 -0.225 -0.090 -0.35 -1.67 -0.71 -0.04
C 2.008 1.183 -0.540 -0.25 1.14 0.25 -0.14
C 0.595 1.672 -0.938 0.89 0.31 -0.16 -0.18
C -0.571 1.103 -0.167 -2.21 -0.91 -1.14 -0.16
C -1.437 0.061 -0.646 0.23 2.27 -0.35 -0.20
C -1.073 -1.128 -1.481 0.55 -0.69 -0.41 -0.20
C 0.451 -1.263 -1.744 -0.33 0.08 -0.21 -0.18
H 2.701 1.380 -1.381 -0.17 -0.31 0.30 0.15
H 0.457 1.530 -2.037 -0.16 -0.20 1.01 0.01
H 2.355 1.834 0.283 0.03 -0.40 -0.25 0.12
H 0.804 -0.440 -2.413 -0.45 -0.91 0.75 0.02
H 1.639 -2.306 -0.265 -0.01 0.59 0.47 0.11
H 2.951 -0.449 0.558 -0.32 0.00 0.19 0.13
H 0.582 -2.214 -2.288 0.12 0.30 0.29 0.14
H -1.445 -2.056 -1.003 0.19 0.55 -0.01 0.12
H -2.510 0.170 -0.435 0.60 -0.44 0.95 0.10
H -1.618 -1.132 -2.440 0.29 0.25 0.45 0.09
H 0.581 2.765 -0.788 -0.06 -0.41 0.15 0.13
H -1.074 1.869 0.437 -0.02 -0.57 -0.03 0.12
P 0.052 0.728 -3.993 0.17 0.12 -0.06 0.81
C 0.761 -0.478 -5.166 0.00 0.20 -0.46 -0.26
C 0.466 2.376 -4.639 -0.13 0.02 -0.72 -0.26
P -2.714 1.243 -2.691 -0.45 0.19 -1.86 0.91
C -1.765 0.551 -4.163 -0.13 0.24 -0.43 -0.52
C -2.843 2.981 -3.270 -0.02 0.13 0.30 -0.27
C -4.373 0.653 -3.215 -0.21 -0.01 0.20 -0.27
H 0.337 -1.476 -4.975 0.18 0.34 -0.05 0.05
H 1.853 -0.516 -5.010 -0.41 -0.03 -0.10 0.05
H 0.556 -0.184 -6.202 0.09 -0.25 0.07 0.05
H 0.149 2.456 -5.685 0.12 0.30 0.05 0.05
H 1.558 2.499 -4.582 -0.37 0.02 -0.02 0.05
H -0.018 3.170 -4.052 0.20 -0.29 -0.14 0.03
H -4.552 0.873 -4.272 0.00 -0.02 0.13 0.05
H -5.140 1.161 -2.611 0.16 -0.25 -0.17 0.05
H -4.452 -0.431 -3.060 -0.07 0.23 -0.01 0.04
H -2.023 -0.517 -4.281 0.16 0.39 0.01 0.05
H -2.075 1.066 -5.090 -0.23 -0.22 0.30 0.06
H -3.726 3.443 -2.805 0.34 -0.01 -0.11 0.05
H -2.950 3.002 -4.358 -0.04 0.12 0.13 0.05
H -1.942 3.531 -2.975 -0.28 0.07 -0.08 0.02
F -1.811 -6.194 2.623 0.29 0.99 -0.67 0.05
C -1.415 -4.986 2.102 -0.32 -0.54 0.55 -0.25
C -2.379 -4.027 1.822 0.11 0.58 -0.18 0.01
C -1.963 -2.744 1.420 0.38 -1.14 0.47 -0.10
C -0.597 -2.455 1.321 -0.59 0.60 -0.97 -0.22
C 0.339 -3.470 1.528 -0.17 -0.42 0.01 -0.11
C -0.061 -4.748 1.934 0.11 0.51 -0.09 0.01
H -3.431 -4.245 1.921 -0.04 -0.20 0.11 0.12
H -2.706 -1.973 1.206 0.01 -0.27 0.13 0.10
H 1.412 -3.291 1.373 -0.57 -0.14 0.21 0.10
H 0.682 -5.509 2.134 -0.17 -0.13 0.02 0.13
```
Positions in Å, forces in eV/Å.

**ΔE to the lowest compared entry with this formula, charge and spin**: 0.00 kJ/mol
**E_LUMO**: -3.8 eV
**Total charge**: +1
**HOMO energy**: -9.63 eV
**Multiplicity**: 1
**Max |F|**: 3.71 eV Å⁻¹

***

A structure of composition C29H45BBrN9O3SW at a distorted geometry. Source: the OMol25 dataset; level of theory: ωB97M-V/def2-TZVPD.

Geometry as XYZ:
```
90
Properties=species:S:1:pos:R:3:forces:R:3:lowdin_charge:R:1
W -0.118 0.206 0.372 -1.08 0.58 1.92 1.82
C -1.291 -0.619 3.862 0.01 -0.01 0.01 -0.01
C -0.855 0.758 3.503 -0.07 -0.04 0.06 -0.29
C -0.585 1.764 4.417 -0.03 -0.02 0.02 0.05
C -0.223 2.875 3.675 -0.02 0.01 -0.04 -0.23
C 0.147 4.239 4.144 0.01 0.02 0.01 0.01
N -0.276 2.531 2.384 -0.03 0.00 0.02 0.05
N -0.672 1.230 2.255 0.31 -0.16 -0.38 -0.03
B -0.097 3.417 1.149 0.00 0.02 -0.10 -0.53
N -1.271 3.112 0.205 -0.01 -0.02 0.05 0.03
N -1.538 1.844 -0.227 -0.06 0.04 -0.18 -0.06
C -2.667 1.936 -0.973 0.05 0.01 -0.07 -0.26
C -3.535 0.908 -1.652 -0.01 -0.02 0.05 -0.17
C -3.090 3.255 -1.004 -0.02 0.00 -0.01 0.03
C -2.188 3.972 -0.240 0.00 0.00 -0.03 -0.25
C -2.177 5.430 0.063 0.00 0.02 0.01 0.01
N 1.184 3.052 0.412 0.01 -0.01 0.05 0.04
N 1.316 1.805 -0.105 -0.11 -0.06 -0.11 -0.10
C 2.525 1.748 -0.690 0.00 0.00 -0.04 -0.35
C 3.070 0.569 -1.416 0.00 0.00 0.02 -0.03
C 3.157 2.976 -0.546 0.02 0.00 -0.01 0.04
C 2.279 3.780 0.159 0.00 0.00 -0.06 -0.24
C 2.435 5.198 0.587 0.00 0.02 0.02 0.01
H -1.497 -0.649 4.930 0.01 0.00 0.00 0.10
H -0.515 -1.353 3.646 0.00 0.00 -0.01 0.08
H -2.206 -0.898 3.340 0.00 0.01 0.01 0.07
H -0.665 1.697 5.489 0.00 0.00 -0.02 0.13
H 0.135 4.266 5.231 0.00 0.00 0.00 0.09
H -0.551 4.990 3.774 0.00 0.00 0.00 0.09
H 1.147 4.514 3.808 -0.01 0.00 0.00 0.09
H -0.093 4.565 1.446 0.01 0.01 0.03 0.12
H -3.457 -0.621 -2.840 0.01 0.02 -0.03 0.11
H -4.039 1.455 -2.451 -0.03 0.00 0.02 0.13
H -4.312 0.600 -0.946 0.03 -0.02 0.02 0.11
H -3.952 3.643 -1.521 0.02 0.00 0.00 0.13
H -3.003 5.913 -0.453 0.00 0.00 0.00 0.09
H -1.247 5.896 -0.262 -0.01 0.00 0.00 0.09
H -2.286 5.612 1.132 0.00 0.00 -0.01 0.09
H 2.411 -0.291 -1.386 0.00 -0.04 0.00 0.02
H 4.021 0.271 -0.972 0.00 0.00 0.00 0.10
H 3.268 0.839 -2.455 -0.02 -0.01 0.00 0.10
H 4.131 3.248 -0.916 -0.01 0.00 0.01 0.13
H 3.399 5.574 0.252 0.00 0.00 0.00 0.09
H 2.390 5.294 1.672 0.00 0.00 -0.01 0.09
H 1.654 5.829 0.163 0.01 0.00 0.00 0.09
C -1.704 -3.757 2.071 0.01 -0.04 -0.05 0.01
C -1.782 -2.480 1.337 0.02 -0.16 0.08 -0.28
N -0.822 -1.623 1.087 0.43 0.35 -0.22 -0.02
O 1.345 -0.203 1.422 0.59 0.12 -0.31 -0.31
C -2.800 -1.623 0.776 -0.10 -0.05 -0.10 -0.24
C -4.263 -1.660 0.584 -0.03 0.03 0.04 0.01
N -1.912 -0.710 0.458 0.03 0.20 -0.41 -0.04
O -2.871 -0.221 -2.188 -0.01 -0.01 0.00 -0.07
H -0.682 -3.946 2.396 0.01 0.00 -0.01 0.08
H -2.048 -4.591 1.457 0.00 0.01 0.00 0.10
H -2.349 -3.712 2.952 0.01 -0.01 0.00 0.10
H 1.988 -0.923 1.366 -0.32 -0.36 -0.24 0.05
H -4.712 -2.340 1.307 0.00 -0.01 -0.01 0.10
H -4.508 -2.020 -0.417 -0.01 0.02 0.00 0.10
H -4.703 -0.674 0.723 0.00 0.00 0.00 0.09
C -0.540 -3.535 -3.467 0.00 -0.02 0.01 -0.02
C -0.258 -2.071 -3.290 -0.01 -0.02 -0.06 -0.23
C 0.144 -1.258 -4.342 0.02 -0.06 -0.02 0.03
C 0.298 0.094 -4.130 0.01 0.05 -0.05 -0.09
C 0.103 0.626 -2.867 -0.03 -0.02 0.11 -0.67
Br 0.112 2.506 -2.827 0.06 -0.01 0.10 0.99
N -0.169 -0.154 -1.797 0.06 -0.16 -0.39 -0.08
C -0.406 -1.465 -2.064 0.07 0.00 0.10 -0.13
H -0.948 -3.736 -4.457 -0.01 0.00 0.01 0.09
H -1.255 -3.890 -2.725 0.02 -0.01 0.01 0.09
H 0.371 -4.125 -3.356 -0.01 0.01 -0.01 0.07
H 0.291 -1.670 -5.333 -0.01 0.01 0.00 0.14
H 0.537 0.763 -4.943 -0.01 0.00 0.00 0.11
H -0.753 -2.057 -1.234 0.10 -0.04 0.05 0.09
C 3.852 -3.074 -2.720 0.00 0.00 0.00 -0.12
C 3.741 -3.650 -1.318 -0.04 -0.05 -0.03 -0.38
S 2.040 -3.563 -0.733 -0.02 0.06 0.07 0.96
O 1.804 -2.110 -0.370 0.20 -0.22 0.13 -0.60
C 2.225 -4.462 0.838 0.03 -0.03 -0.05 -0.37
C 1.447 -5.769 0.821 0.01 -0.01 -0.02 -0.13
H 4.892 -3.081 -3.042 -0.01 0.00 0.00 0.09
H 3.497 -2.043 -2.751 -0.01 0.01 0.01 0.06
H 3.276 -3.665 -3.434 0.01 0.01 0.00 0.08
H 4.342 -3.102 -0.590 0.00 0.00 0.02 0.10
H 4.025 -4.705 -1.289 -0.02 0.00 -0.01 0.10
H 1.850 -3.757 1.581 -0.05 0.00 0.01 0.08
H 3.285 -4.626 1.032 0.00 0.05 0.01 0.09
H 0.391 -5.601 0.605 0.02 -0.01 0.01 0.06
H 1.528 -6.266 1.788 0.00 0.00 0.00 0.09
H 1.837 -6.453 0.067 0.00 0.00 0.01 0.08
```
Positions in Å, forces in eV/Å.

**ΔE to the lowest compared entry with this formula, charge and spin**: 50.31 kJ/mol
**E_LUMO (alpha / beta)**: -6.2 / -6.2 eV
**Total charge**: +2
**HOMO energy (alpha / beta)**: -13.73 / -13.73 eV
**Multiplicity**: 1
**Max |F|**: 2.28 eV Å⁻¹